Arrangement 1

Density functional theory data (ωB97M-V with the def2-TZVPD basis set) for a cluster of 2 separate species, C4H12N2S in total.

The LUMO energy comes out at -0.86 eV. Its spin multiplicity is 1.

```
19
C4H12N2S ωB97M-V with the def2-TZVPD basis set
C -0.91788 -0.43527 -0.36813
N -0.01614 0.71349 -0.32146
C 1.22966 0.52864 -1.09522
C 2.46521 0.37381 -0.19568
S 2.20137 -0.80351 1.15510
C -1.79095 -0.50779 0.88839
N -2.69326 0.61913 1.09914
H -0.33833 -1.37234 -0.39366
H -1.56946 -0.37962 -1.24089
H 0.28039 0.78535 0.64459
H 1.12157 -0.42456 -1.61396
H 1.38953 1.34493 -1.81054
H 2.73642 1.35237 0.25787
H 3.31304 0.07979 -0.83058
H 1.60043 -2.00581 -0.26144
H -1.11628 -0.58121 1.76008
H -2.36462 -1.43653 0.87010
H -3.37215 0.67008 0.34481
H -2.15857 1.47905 1.11150
```

Mulliken population analysis, charges in e, atoms 1 to 2: C 0.018; N -0.426

Arrangement 2

Density functional theory data (ωB97M-V with the def2-TZVPD basis set) for a cluster of 2 separate species, C4H12N2S in total.

The LUMO energy comes out at -3.02 eV. Its spin multiplicity is 1.

```
19
C4H12N2S ωB97M-V with the def2-TZVPD basis set
C -0.18573 1.50168 -0.59241
N -0.36841 0.09703 -0.72189
C 0.69820 -0.87016 -0.89532
C 0.13728 -2.26049 -0.98406
S -0.55851 -2.74181 1.83497
C 0.06296 2.09121 0.83487
N -0.30205 1.22929 1.93933
H 0.64371 1.75017 -1.27325
H -0.98244 2.08933 -1.06333
H -1.07598 -0.32147 -0.13244
H 1.39381 -0.84356 -0.04592
H 1.19771 -0.61756 -1.83425
H 0.88022 -3.01013 -1.23821
H -0.36483 -2.53038 -0.01825
H -0.71319 -2.34133 -1.66586
H 1.07416 2.45685 1.01198
H -0.55960 2.98746 0.88146
H 0.28642 0.41331 2.03203
H -1.26374 0.92055 1.93054
```

Mulliken population analysis, charges in e, atoms 1 to 2: C -0.742; N -0.262

Arrangement 3

Density functional theory data (ωB97M-V with the def2-TZVPD basis set) for a cluster of 2 separate species, C4H12N2S in total.

The LUMO energy comes out at -2.39 eV. Its spin multiplicity is 1.

```
19
C4H12N2S ωB97M-V with the def2-TZVPD basis set
C -0.82016 0.41374 0.56912
N -0.63437 0.86630 -0.75976
C 0.34112 0.19547 -1.41234
C 1.80271 0.35910 -0.65827
S 2.17325 -0.91766 0.42750
C -1.10666 -1.12022 0.65282
N -2.33473 -1.35501 -0.03243
H 0.07040 0.67875 1.16174
H -1.67947 0.92349 1.00096
H 2.09023 2.32646 2.02519
H 0.47362 0.57059 -2.42789
H 0.16118 -0.88658 -1.51346
H 2.45824 0.34478 -1.52757
H 1.89275 1.31954 -0.16350
H -1.16364 -1.43122 1.69874
H -0.14459 -1.56044 0.28083
H -2.67527 -2.29523 -0.05344
H 1.44793 2.48919 1.68008
H -2.35255 -0.92104 -0.94833
```

Mulliken population analysis, charges in e, atoms 1 to 2: C -0.376; N -0.387

Result of the stability comparison: arrangement 3 is the least stable of them.

Arrangement 1

Density functional theory data (ωB97M-V with the def2-TZVPD basis set) for a cluster of 2 separate species, C3H8Si in total.

The LUMO energy (spin up / spin down) comes out at -0.52 / -0.44 eV. Its spin multiplicity is 1.

```
12
C3H8Si ωB97M-V with the def2-TZVPD basis set
C -1.85749 -0.98117 -0.06374
C -1.25405 0.25558 -0.47858
C -0.76253 1.26709 0.35174
Si 2.37876 -0.11362 0.02344
H -2.09148 -1.69651 -0.87054
H -2.08095 -1.34869 0.95613
H -0.92923 0.15178 -1.54466
H -1.16818 1.29459 1.32313
H -0.14634 2.05043 0.02538
H 3.27962 0.92658 0.11593
H 3.00580 -0.99828 -0.96272
H 1.62609 -0.80779 1.12450
```

Mulliken population analysis, charges in e, atoms 1 to 2: C -0.711; C 0.163

Arrangement 2

Density functional theory data (ωB97M-V with the def2-TZVPD basis set) for a structure of composition C3H8Si.

The LUMO energy comes out at 0.98 eV. Its spin multiplicity is 1.

```
12
C3H8Si ωB97M-V with the def2-TZVPD basis set
C 0.45649 -1.67123 0.04994
C -0.05626 -0.46916 0.06155
C 1.32780 0.99001 0.42023
Si -1.71676 0.44896 -0.22973
H -0.04831 -2.61098 -0.28119
H 1.50881 -1.84726 0.04847
H 2.22351 0.35767 0.52679
H 1.08635 1.64517 1.24659
H 1.50613 1.43888 -0.54694
H -2.83448 -0.13530 0.51576
H -2.31401 0.02116 -1.51225
H -1.13926 1.83207 -0.29921
```

Mulliken population analysis, charges in e, atoms 1 to 2: C -0.581; C 0.109

Result of the stability comparison: arrangement 1 is the least stable of them.